{
  "formula": "C37H45IrN3O7S2",
  "method": "wB97M-V/def2-TZVPD",
  "species": ["Ir", "C", "C", "C", "C", "C", "C", "C", "C", "C", "C", "C", "C", "N", "C", "C", "C", "C", "C", "C", "C", "N", "C", "C", "C", "C", "C", "C", "C", "C", "C", "C", "C", "C", "H", "H", "H", "H", "H", "H", "H", "H", "H", "H", "H", "H", "H", "H", "H", "H", "H", "H", "H", "H", "H", "H", "H", "H", "H", "H", "H", "H", "H", "H", "H", "H", "H", "H", "H", "H", "H", "H", "H", "N", "C", "C", "C", "C", "C", "C", "S", "O", "O", "O", "H", "H", "H", "H", "H", "H", "O", "S", "O", "O", "O"],
  "positions_angstrom": [[-0.2008, 0.4897, 0.5692], [-2.3611, -3.2552, -2.5708], [-3.0439, -2.1960, -1.6873], [-2.6119, -0.7905, -2.1092], [-2.9819, -2.5088, -0.1855], [-4.1304, -3.1313, 0.2980], [-4.2847, -3.4875, 1.6211], [-3.2440, -3.2523, 2.4951], [-2.0556, -2.6687, 2.0731], [-0.9518, -2.6668, 3.1318], [-0.5887, -1.2857, 3.6582], [0.2949, -3.4787, 2.7527], [-1.9214, -2.2446, 0.7255], [-0.6878, -1.6850, 0.2762], [-0.0496, -2.4707, -0.5471], [1.0506, -2.2095, -1.3765], [1.4751, -3.2508, -2.2357], [2.5341, -3.1044, -3.0897], [3.2452, -1.8999, -3.1070], [2.8902, -0.8812, -2.2502], [1.8002, -0.9988, -1.3705], [1.5035, 0.0005, -0.5093], [2.5571, 0.8677, -0.1241], [2.5820, 2.2121, -0.5332], [3.6319, 3.0178, -0.1041], [4.6479, 2.5306, 0.6951], [4.6164, 1.2066, 1.0961], [3.5863, 0.3663, 0.7072], [3.5742, -1.0579, 1.2407], [3.7111, -1.0728, 2.7730], [4.7078, -1.8858, 0.6229], [1.4962, 2.8983, -1.3518], [0.8403, 2.0889, -2.4734], [0.4257, 3.4197, -0.3846], [-2.8002, -3.2199, -3.5679], [-2.5128, -4.2596, -2.1705], [-1.2943, -3.0677, -2.6726], [-4.1053, -2.2589, -1.9344], [-1.6338, -0.5183, -1.7173], [-3.3508, -0.0618, -1.7775], [-2.5732, -0.7335, -3.1976], [-4.9311, -3.3572, -0.3950], [-5.1957, -3.9630, 1.9581], [-3.3388, -3.5753, 3.5248], [-1.3854, -3.1662, 4.0002], [1.3036, -1.1067, 2.9449], [-0.2561, -1.3246, 4.6964], [-1.4498, -0.6266, 3.5968], [0.7889, -3.0946, 1.8629], [0.0058, -4.5087, 2.5453], [1.0041, -3.4935, 3.5849], [-0.4453, -3.4829, -0.6008], [0.9274, -4.1865, -2.2120], [2.8114, -3.9167, -3.7476], [4.0804, -1.7653, -3.7806], [3.4524, 0.0423, -2.2482], [3.6546, 4.0563, -0.4137], [5.4544, 3.1772, 1.0148], [5.4010, 0.8254, 1.7386], [2.6278, -1.5283, 0.9633], [4.7403, -0.8649, 3.0644], [3.4639, -2.0599, 3.1741], [3.0961, -0.3014, 3.2473], [5.6747, -1.4625, 0.8995], [4.6380, -1.8954, -0.4629], [4.6728, -2.9178, 0.9793], [1.9682, 3.7628, -1.8262], [0.1871, 1.3191, -2.0685], [1.5789, 1.6122, -3.1195], [0.2315, 2.7555, -3.0857], [-0.0865, 2.5599, 0.1004], [-0.3314, 4.0009, -0.9113], [0.8660, 4.0294, 0.4042], [-2.4234, 1.1942, 0.4422], [-2.6701, 2.4433, -0.2317], [-2.3969, 2.5608, -1.5893], [-2.6226, 3.7648, -2.2397], [-3.0895, 4.8458, -1.5144], [-3.3511, 4.7471, -0.1599], [-3.1357, 3.5374, 0.4860], [-3.4914, 6.4030, -2.3778], [-2.7484, 6.3277, -3.6204], [-3.0540, 7.4369, -1.4603], [-4.9332, 6.2733, -2.5133], [-2.6797, 1.2749, 1.4191], [-2.9339, 0.4220, 0.0314], [-1.9862, 1.7152, -2.1273], [-2.4311, 3.8834, -3.2976], [-3.7109, 5.6172, 0.3721], [-3.3351, 3.4427, 1.5498], [1.4597, 1.6825, 2.3255], [0.4002, 1.2887, 3.1877], [0.6442, 1.2535, 4.5850], [0.4464, -0.6472, 2.8666], [-0.9530, 1.4944, 2.7498]],
  "forces_ev_per_a": [[-0.919, -2.472, -4.149], [-0.111, -0.003, 0.203], [0.299, 0.024, -0.192], [-0.169, -0.267, 0.105], [0.207, 0.398, -0.026], [-0.147, -0.099, 0.186], [-0.004, 0.033, -0.098], [-0.064, -0.082, -0.009], [0.250, 0.030, -0.127], [0.278, 0.205, -0.323], [-0.285, -0.415, 0.294], [-0.216, -0.074, 0.048], [-0.904, -0.628, 0.643], [0.372, 1.609, -0.409], [-0.532, 0.236, 0.616], [0.969, 0.214, -0.497], [-0.090, -0.004, 0.002], [-0.080, -0.409, -0.138], [-0.296, 0.358, 0.460], [0.495, -0.067, -0.492], [-0.735, -0.219, 0.589], [-1.038, 0.682, 1.445], [0.825, 0.648, -0.181], [-0.039, -0.152, -0.230], [0.145, 0.083, 0.045], [-0.045, 0.001, -0.001], [0.013, -0.020, -0.002], [-0.344, -0.078, -0.129], [0.228, 0.081, -0.002], [-0.112, -0.012, -0.168], [-0.143, -0.056, 0.037], [-0.223, -0.288, 0.172], [0.129, 0.078, -0.037], [0.558, 0.249, -0.242], [0.056, 0.003, -0.029], [0.033, -0.024, -0.038], [0.037, -0.028, -0.057], [0.005, -0.029, 0.089], [0.054, 0.051, -0.058], [0.026, 0.103, -0.080], [-0.013, 0.044, -0.005], [0.009, 0.090, -0.038], [0.001, 0.006, 0.018], [0.036, 0.030, 0.007], [-0.039, 0.027, -0.007], [0.096, 0.300, 0.113], [0.121, -0.009, -0.063], [0.067, 0.085, 0.017], [0.078, 0.060, 0.017], [0.053, -0.016, 0.004], [0.032, -0.019, -0.026], [-0.002, -0.038, -0.111], [-0.016, 0.002, -0.034], [0.023, 0.012, 0.012], [0.007, 0.011, -0.025], [0.002, 0.000, 0.001], [-0.043, -0.003, -0.020], [-0.003, 0.017, -0.025], [0.013, 0.003, -0.010], [-0.055, 0.028, 0.024], [-0.006, 0.021, 0.071], [-0.011, -0.019, 0.038], [0.025, -0.023, 0.039], [0.019, -0.002, -0.006], [0.013, -0.022, -0.033], [0.021, 0.001, 0.007], [-0.016, 0.051, 0.115], [0.004, -0.018, -0.108], [0.028, 0.000, -0.003], [0.030, 0.015, -0.010], [-0.117, -0.037, 0.113], [-0.096, -0.119, 0.152], [-0.035, -0.080, 0.085], [1.388, -0.497, 0.550], [-0.131, 0.396, -0.386], [-0.158, -0.235, 0.002], [0.010, -0.253, 0.275], [-0.221, 0.817, -0.558], [0.219, -0.303, 0.100], [-0.037, -0.055, 0.124], [-0.170, -0.425, 0.276], [0.114, -0.076, -0.110], [0.043, 0.041, 0.097], [0.050, 0.112, -0.053], [-0.240, -0.003, -0.017], [-0.056, 0.009, 0.000], [-0.065, 0.081, 0.012], [0.016, 0.040, -0.013], [0.000, 0.004, 0.010], [0.002, -0.018, -0.012], [0.052, 0.193, 0.083], [0.795, 0.676, 1.307], [-0.175, -0.050, 0.094], [-0.161, -0.330, 0.549], [0.016, -0.184, 0.134]],
  "lumo_energy_ev": [-1.5121, -1.6008],
  "s2": 0.762,
  "orbital_gap_ev": [5.8, 5.7],
  "e_homo_ev": [-7.26, -7.26],
  "charge": 0,
  "de_lowest_kj_mol": 252.9,
  "spin_multiplicity": 2,
  "max_force_ev_per_a": 4.916
}



{
  "formula": "C16H21N3OS",
  "method": "wB97M-V/def2-TZVPD",
  "species": ["C", "C", "C", "C", "C", "S", "C", "C", "O", "N", "C", "C", "C", "N", "C", "C", "N", "C", "C", "C", "C", "H", "H", "H", "H", "H", "H", "H", "H", "H", "H", "H", "H", "H", "H", "H", "H", "H", "H", "H", "H", "H"],
  "positions_angstrom": [[6.9952, 1.5907, 0.2875], [5.7855, 0.7372, -0.0794], [5.7316, -0.5375, 0.7669], [4.6409, -1.4813, 0.2571], [3.3825, -0.7142, 0.0513], [1.8406, -1.4756, -0.1377], [1.0578, 0.0698, -0.3236], [-0.3858, 0.2322, -0.5357], [-0.9010, 1.3303, -0.6287], [-1.0900, -0.9249, -0.6366], [-2.5236, -0.9457, -0.7718], [-3.1974, -1.5257, 0.4743], [-4.7223, -1.5792, 0.3304], [-5.3089, -0.2693, 0.2728], [-5.6063, 0.4525, -0.8498], [-6.1046, 1.6447, -0.4120], [-6.1158, 1.6722, 0.9457], [-5.6325, 0.5232, 1.3232], [1.9662, 1.0867, -0.2396], [3.2907, 0.6444, -0.0300], [4.4886, 1.5300, 0.1095], [7.9187, 1.0472, 0.1017], [7.0106, 2.5043, -0.3024], [6.9634, 1.8624, 1.3406], [5.8649, 0.4474, -1.1333], [6.6959, -1.0474, 0.7381], [5.5236, -0.2678, 1.8046], [4.4777, -2.2992, 0.9630], [4.9522, -1.9303, -0.6927], [-0.6150, -1.8056, -0.5145], [-2.8314, 0.0923, -0.9233], [-2.7988, -1.5361, -1.6539], [-2.9365, -0.9119, 1.3386], [-2.8281, -2.5391, 0.6492], [-5.1478, -2.1109, 1.1874], [-4.9888, -2.1213, -0.5818], [-5.4513, 0.0620, -1.8345], [-6.4550, 2.4801, -0.9837], [-5.5077, 0.2155, 2.3427], [1.6757, 2.1178, -0.3297], [4.4304, 2.3424, -0.6182], [4.4809, 1.9843, 1.1059]],
  "forces_ev_per_a": [[-0.181, -0.178, -0.185], [0.095, 0.183, 0.328], [-0.057, -0.063, -0.335], [0.192, -0.127, 0.088], [-0.447, -0.055, -0.096], [0.234, 0.628, 0.018], [0.752, -0.097, 0.126], [-0.157, 0.038, -0.097], [-0.038, 0.150, 0.023], [-0.044, -0.308, 0.001], [-0.186, 0.054, 0.172], [-0.175, 0.094, -0.298], [0.500, -0.426, 0.212], [-0.213, 0.233, -0.024], [-0.114, 0.168, -0.268], [0.074, -0.132, -0.254], [-0.123, 0.340, 0.474], [-0.009, -0.054, 0.151], [-0.533, -0.348, -0.056], [0.100, -0.286, 0.059], [0.122, -0.130, -0.117], [0.133, -0.015, 0.004], [0.053, 0.134, -0.029], [0.013, 0.053, 0.136], [-0.034, -0.019, -0.008], [0.034, 0.005, 0.059], [0.035, 0.026, 0.089], [0.039, -0.018, -0.043], [0.029, -0.031, 0.062], [-0.026, 0.109, -0.026], [-0.016, -0.172, -0.064], [-0.051, 0.096, 0.029], [0.034, -0.045, 0.033], [0.010, -0.032, 0.061], [-0.020, 0.022, -0.180], [-0.074, 0.029, 0.128], [0.047, -0.108, -0.195], [-0.048, 0.119, -0.205], [0.069, -0.171, 0.221], [-0.119, 0.201, -0.027], [0.033, 0.056, 0.033], [0.068, 0.078, -0.002]],
  "lumo_energy_ev": 0.4631,
  "orbital_gap_ev": 9.1,
  "e_homo_ev": -8.64,
  "charge": 0,
  "de_lowest_kj_mol": 42.8,
  "spin_multiplicity": 1,
  "max_force_ev_per_a": 0.769
}



{
  "formula": "C13H47N3O13S4",
  "method": "wB97M-V/def2-TZVPD",
  "species": ["N", "H", "H", "H", "H", "N", "H", "H", "H", "H", "N", "H", "H", "H", "H", "C", "O", "H", "H", "H", "O", "S", "O", "O", "C", "C", "C", "H", "H", "H", "H", "H", "H", "H", "H", "O", "S", "O", "O", "C", "C", "C", "H", "H", "H", "H", "H", "H", "H", "H", "O", "S", "O", "O", "C", "C", "C", "H", "H", "H", "H", "H", "H", "H", "H", "O", "S", "O", "O", "C", "C", "C", "H", "H", "H", "H", "H", "H", "H", "H"],
  "positions_angstrom": [[-1.0709, -0.4654, -4.9872], [-0.3736, -0.7574, -4.3174], [-1.9506, -0.7667, -4.5929], [-0.8471, -0.8073, -5.9108], [-0.8986, 0.5034, -5.2150], [2.0951, 1.1550, -2.8491], [1.6744, 0.2377, -2.8091], [1.6792, 1.5418, -3.6842], [3.0878, 1.0540, -3.0055], [1.7609, 1.6356, -2.0260], [2.2084, -2.4223, -4.7916], [2.9578, -1.7461, -4.7558], [1.6570, -2.1253, -5.5840], [1.6020, -2.3837, -3.9848], [2.5812, -3.3358, -5.0073], [0.1613, -1.5585, -1.6643], [0.6579, -1.2130, -2.9457], [0.9612, -2.0209, -1.0860], [-0.2232, -0.7516, -1.0405], [-0.6595, -2.2694, -1.7593], [2.3545, -2.0995, 4.0604], [1.0775, -2.5443, 3.6657], [0.0333, -1.6492, 3.1780], [1.3424, -3.8799, 2.6405], [0.7389, -3.6305, 1.3326], [-0.8531, -3.7769, 1.1695], [0.3741, -3.4906, 5.0806], [1.1332, -4.3147, 0.5814], [1.0155, -2.5860, 1.1889], [-1.2383, -3.2193, 0.3158], [-1.4882, -3.4815, 2.0046], [-1.0331, -4.8451, 1.0480], [-0.0658, -2.7450, 5.7429], [1.1575, -4.1406, 5.4703], [-0.3759, -4.1553, 4.6520], [-5.6844, -0.2366, 3.2595], [-4.6099, -1.2144, 3.4822], [-4.7713, -2.5856, 3.8930], [-3.7131, -1.3410, 2.0698], [-3.2853, -0.2199, 1.3989], [-1.8233, -0.1166, 1.5851], [-3.2721, -0.4530, 4.5241], [-3.6446, 0.7130, 1.8334], [-3.4671, -0.2340, 0.3242], [-1.4387, 0.0242, 2.5952], [-1.4660, 0.7471, 1.0243], [-1.3575, -1.0450, 1.2546], [-2.3901, -1.0934, 4.5291], [-3.6035, -0.4311, 5.5622], [-3.0924, 0.6082, 4.3515], [5.1569, 3.1788, -1.4735], [5.1082, 2.3720, -0.2551], [5.5381, 2.9258, 1.0640], [3.5350, 1.8843, -0.0548], [3.2775, 0.9257, 0.9739], [1.7267, 0.8303, 1.2051], [5.8842, 0.7336, -0.5749], [3.7113, 1.0758, 1.9625], [3.5108, -0.0313, 0.5072], [1.4285, 0.0160, 1.8655], [1.2411, 0.7191, 0.2356], [1.4068, 1.7067, 1.7688], [5.2082, 0.2000, -1.2430], [6.0013, 0.0934, 0.2994], [6.8328, 0.9253, -1.0764], [-1.1492, 4.3804, -2.7357], [-0.9200, 3.2452, -1.7667], [0.4552, 2.8503, -1.4147], [-1.7288, 3.6419, -0.3349], [-2.9961, 4.2696, -0.5074], [-2.9967, 5.6237, 0.1048], [-1.8181, 1.8000, -2.3382], [-3.6357, 3.5769, 0.0395], [-3.3140, 4.3863, -1.5435], [-3.2836, 5.5966, 1.1561], [-3.8953, 6.0832, -0.3069], [-2.1177, 6.1810, -0.2191], [-1.2860, 1.5004, -3.2412], [-2.8466, 2.1600, -2.3615], [-1.6484, 1.0815, -1.5363]],
  "forces_ev_per_a": [[-0.029, 0.230, -0.926], [1.700, -0.680, 1.536], [-1.003, 0.257, -0.260], [0.019, -1.453, -0.728], [-0.509, 1.369, 0.634], [0.216, 0.071, -0.640], [-0.913, -2.211, 0.027], [-0.126, 0.638, -0.404], [0.406, 0.449, 0.457], [0.386, 0.965, 0.574], [0.896, -0.575, -1.125], [0.491, 0.413, 0.444], [-0.886, 0.393, -0.975], [-0.880, 0.639, 1.693], [0.214, -0.585, 0.100], [0.351, -0.449, -0.710], [0.025, 0.576, -0.208], [-0.008, -0.231, 0.272], [-0.013, 0.579, -0.106], [-0.126, -0.267, 0.127], [1.101, 0.987, -0.270], [-2.113, -2.960, 1.075], [1.647, -1.014, 0.111], [-1.393, 1.532, 0.341], [-1.796, 1.058, 0.058], [1.199, -0.714, 0.915], [0.181, 0.195, -1.623], [0.646, 0.188, 0.439], [-0.061, -0.165, -1.078], [0.398, -0.135, -0.183], [0.465, 0.273, 0.251], [-0.229, 0.024, -0.303], [0.263, -0.273, 0.182], [0.054, 0.499, 0.276], [-0.225, 0.277, 0.060], [1.828, -2.098, 0.570], [1.246, 1.590, -0.890], [-0.305, 1.451, -0.431], [-2.180, -1.807, 1.660], [0.869, 2.124, 0.435], [1.771, -0.048, -0.332], [-1.071, -0.298, 0.781], [-0.978, -0.026, -0.189], [-0.697, -0.352, 0.068], [-0.572, 0.041, 0.060], [0.280, -0.017, -0.307], [0.246, 0.190, -0.280], [-0.080, 0.147, -0.571], [-0.518, -0.381, 0.007], [0.064, -0.252, -0.821], [-0.367, -1.612, 1.892], [0.199, 0.987, 2.451], [-0.838, -1.515, -3.610], [1.185, 1.180, -0.417], [-2.319, -1.550, 0.148], [1.081, 0.733, 0.092], [-0.321, 0.577, -0.222], [0.700, 0.346, -0.494], [0.630, -0.272, 0.553], [0.448, -0.368, -0.236], [-0.294, 0.201, 0.182], [-0.245, 0.304, -0.542], [0.040, 0.206, -0.215], [0.072, 0.587, 0.233], [-0.064, 0.017, 0.149], [0.786, -3.454, 2.666], [-0.150, 3.577, -0.418], [-2.353, 0.580, -0.248], [2.828, -1.442, -2.629], [-0.776, -0.387, 0.419], [-1.323, 0.391, -0.053], [0.833, 0.928, 1.304], [-0.574, 0.209, -0.274], [0.343, -0.496, -0.141], [1.073, 0.107, 0.235], [0.099, 0.492, -0.307], [-0.109, 0.127, 0.532], [-0.603, 0.107, -0.091], [-0.007, -0.493, -0.620], [-0.227, -0.226, -0.133]],
  "lumo_energy_ev": [-2.7765, -3.2713],
  "s2": 0.750,
  "orbital_gap_ev": [4.3, 9.0],
  "e_homo_ev": [-7.10, -12.32],
  "charge": 1,
  "spin_multiplicity": 2,
  "max_force_ev_per_a": 4.433
}



Question: Look up the charge of the second one.
Answer: 0



Question: Which of these has the highest charge?
Answer: C13H47N3O13S4



Question: Look up the charge of the first one.
Answer: 0



Question: Which value of charge does entry 2 give?
Answer: 0